[1]
Molecular formula: C33H45FeN5P
Method: DFT, ωB97M-V with the def2-TZVPD basis set

Calculated values
Orbital gap (spin up / spin down) = 0.2106 / 0.2558 hartree
Total charge = +2
E = -86061.903 eV
Maximum force = 0.589 eV/Å
2S+1 = 6

Atoms and positions in Å:
Fe1 -0.40 1.26 0.47
C1 -3.14 2.35 1.26
C2 -2.42 3.37 0.36
N1 -0.96 3.39 0.62
C3 -0.60 4.00 1.92
C4 0.61 3.30 2.51
N2 0.40 1.84 2.59
C5 -0.50 1.42 3.68
C6 -1.98 1.56 3.32
N3 -2.20 1.37 1.87
H1 -3.86 1.81 0.64
H2 -3.71 2.85 2.04
H3 -2.86 4.37 0.48
H4 -2.54 3.09 -0.69
H5 -0.53 3.95 -0.11
H6 -1.45 3.94 2.59
H7 -0.39 5.07 1.80
H8 0.85 3.72 3.49
H9 1.47 3.47 1.86
H10 1.30 1.40 2.75
H11 -0.30 1.99 4.59
H12 -0.27 0.38 3.91
H13 -2.35 2.54 3.61
H14 -2.55 0.83 3.89
H15 -2.59 0.44 1.71
C7 3.47 -2.59 0.92
C8 3.83 -1.31 1.63
C9 4.89 -1.32 2.53
C10 5.34 -0.17 3.16
C11 4.75 1.05 2.89
C12 3.68 1.09 2.01
C13 3.20 -0.07 1.39
P1 1.83 0.21 0.25
C14 0.65 -1.17 0.42
C15 0.33 -1.40 1.74
C16 -0.52 -2.45 2.14
C17 -0.90 -3.42 1.18
C18 -0.61 -3.24 -0.12
C19 -0.09 -1.93 -0.69
C20 0.85 -2.21 -1.89
C21 2.43 0.47 -1.41
C22 3.65 0.02 -1.93
C23 3.94 0.27 -3.25
C24 3.02 0.94 -4.06
C25 1.82 1.39 -3.53
C26 1.53 1.19 -2.18
C27 0.29 1.77 -1.60
H16 4.07 -3.41 1.31
H17 3.67 -2.52 -0.15
H18 2.42 -2.86 1.05
H19 5.39 -2.27 2.73
H20 6.18 -0.23 3.85
H21 5.11 1.95 3.36
H22 3.23 2.05 1.78
H23 0.85 -0.85 2.52
H24 -0.74 -2.60 3.19
H25 -1.35 -4.34 1.51
H26 -0.80 -4.03 -0.83
H27 0.55 -3.10 -2.43
H28 1.85 -2.39 -1.52
H29 0.88 -1.38 -2.59
H30 4.35 -0.50 -1.29
H31 4.88 -0.07 -3.67
H32 3.24 1.12 -5.10
H33 1.12 1.93 -4.16
H34 -0.59 1.51 -2.17
H35 0.35 2.84 -1.44
N4 -1.45 0.10 -0.49
C28 -1.35 -1.06 -1.04
N5 -2.37 -1.55 -1.79
C29 -3.72 -1.01 -1.54
C30 -4.56 -0.89 -2.80
C31 -4.57 -2.21 -3.57
C32 -3.14 -2.63 -3.86
C33 -2.35 -2.78 -2.57
H36 -3.60 -0.03 -1.08
H37 -4.21 -1.68 -0.82
H38 -4.15 -0.10 -3.43
H39 -5.57 -0.60 -2.52
H40 -5.14 -2.11 -4.50
H41 -5.07 -2.98 -2.98
H42 -2.65 -1.89 -4.50
H43 -3.11 -3.58 -4.39
H44 -1.32 -3.03 -2.83
H45 -2.77 -3.61 -1.98

---

[2]
Molecular formula: CH26O16Y
Method: DFT, ωB97M-V with the def2-TZVPD basis set

Calculated values
Orbital gap = 0.2607 hartree
Total charge = +1
E = -35259.933 eV
Maximum force = 3.506 eV/Å
2S+1 = 1

Atoms and positions in Å:
Y1 -2.24 -0.80 0.16
C1 0.24 0.31 0.13
O1 -0.83 0.77 -0.45
O2 -0.04 -0.86 0.50
O3 1.10 1.03 0.67
O4 -1.31 -2.19 -1.61
H1 -1.21 -1.94 -2.57
H2 -1.36 -3.17 -1.67
O5 2.98 2.74 0.86
H3 2.27 2.10 0.71
H4 2.74 3.31 1.58
O6 1.44 -2.83 1.25
H5 2.34 -2.51 1.47
H6 0.94 -2.09 0.90
O7 0.45 -0.24 -3.11
H7 -0.17 0.52 -3.13
H8 1.16 -0.05 -3.73
O8 0.07 3.20 -1.13
H9 -0.06 2.25 -0.88
H10 0.95 3.28 -1.47
O9 -2.74 0.12 -2.07
H11 -3.51 0.62 -2.22
H12 -2.05 0.79 -2.11
O10 -1.67 -2.90 1.08
H13 -1.72 -3.16 1.97
H14 -1.47 -3.69 0.54
O11 2.79 0.43 2.54
H15 3.51 1.03 2.30
H16 2.20 0.56 1.78
O12 -3.36 1.20 0.52
H17 -2.95 1.93 1.00
H18 -4.17 1.65 0.29
O13 -0.43 2.45 2.12
H19 -0.06 1.86 1.45
H20 -0.68 3.23 1.69
O14 2.95 0.20 -1.16
H21 2.14 0.07 -0.68
H22 2.78 -0.23 -2.00
O15 1.61 -2.77 -1.45
H23 1.07 -1.95 -1.62
H24 1.62 -3.01 -0.53
O16 -1.93 -0.27 2.36
H25 -1.02 -0.31 2.66
H26 -2.38 -0.68 3.10

---

[3]
Molecular formula: C3H14O4
Method: DFT, ωB97M-V with the def2-TZVPD basis set

Calculated values
Orbital gap (spin up / spin down) = 0.0935 / 0.3717 hartree
Total charge = -1
E = -11525.844 eV
Maximum force = 3.151 eV/Å
2S+1 = 2

Atoms and positions in Å:
C1 1.32 0.89 0.48
C2 2.43 1.05 -0.64
C3 2.37 2.16 -1.40
H1 0.68 0.06 0.24
H2 0.79 1.85 0.51
H3 1.96 0.97 1.36
H4 3.17 0.28 -0.57
H5 3.24 2.45 -1.97
H6 1.39 2.60 -1.36
H7 -2.29 0.85 0.31
H8 -1.73 -0.15 -0.62
O1 -1.75 0.82 -0.49
H9 -0.71 0.32 3.36
H10 -1.82 -0.24 2.49
O2 -1.59 -0.07 3.42
H11 -3.15 -2.56 -1.03
H12 -3.94 -1.28 -0.82
O3 -3.08 -1.69 -0.59
H13 1.43 -3.09 -0.38
H14 0.70 -2.26 -1.47
O4 0.57 -2.97 -0.82

---

[4]
Molecular formula: C3H10NO
Method: DFT, ωB97M-V with the def2-TZVPD basis set

Calculated values
Orbital gap = 0.1841 hartree
Total charge = +1
E = -6797.976 eV
Maximum force = 6.275 eV/Å
2S+1 = 1

Atoms and positions in Å:
C1 3.09 0.78 -0.31
C2 -0.95 0.63 0.33
C3 -1.81 -0.46 0.58
O1 -2.76 -0.82 -0.74
N1 2.27 -0.29 0.22
H1 2.53 1.72 -0.17
H2 3.42 0.71 -1.34
H3 -0.79 0.85 -0.72
H4 -1.01 1.56 0.97
H5 -2.68 -0.10 1.31
H6 -1.61 -1.49 0.87
H7 -3.34 -0.07 -0.93
H8 3.99 0.81 0.30
H9 1.45 -0.02 0.81
H10 2.23 -1.04 -0.39

---

[5]
Molecular formula: C3H4BrNO
Method: DFT, ωB97M-V with the def2-TZVPD basis set

Calculated values
Orbital gap (spin up / spin down) = 0.2308 / 0.3282 hartree
Total charge = 0
E = -76750.539 eV
Maximum force = 3.752 eV/Å
2S+1 = 1

Atoms and positions in Å:
C1 0.16 0.95 -0.66
C2 0.58 0.15 0.36
C3 0.48 0.30 1.69
N1 -1.76 -1.05 1.37
O1 0.43 0.55 2.81
Br1 -2.00 -1.04 3.19
H1 0.02 0.40 -1.65
H2 -0.13 2.01 -0.45
H3 0.92 -0.97 0.22
H4 -1.43 -2.10 1.24

---

[6]
Molecular formula: C4H12CsO2
Method: DFT, ωB97M-V with the def2-TZVPD basis set

Calculated values
Orbital gap (spin up / spin down) = 0.1274 / 0.3785 hartree
Total charge = 0
E = -8982.504 eV
Maximum force = 2.210 eV/Å
2S+1 = 2

Atoms and positions in Å:
Cs1 -3.08 0.65 -0.70
C1 -0.46 -2.66 0.63
C2 -0.35 -1.29 1.25
O1 -0.89 -1.50 2.52
H1 0.06 -3.48 1.12
H2 0.03 -2.60 -0.35
H3 -1.49 -3.00 0.53
H4 -0.89 -0.59 0.62
H5 0.70 -1.03 1.42
H6 -1.76 -1.11 2.46
C3 1.67 1.16 -1.11
C4 0.77 2.36 -0.90
O2 -0.60 2.01 -1.15
H7 2.74 1.35 -1.19
H8 1.40 0.51 -1.95
H9 1.41 0.53 -0.26
H10 0.94 3.16 -1.62
H11 0.85 2.73 0.12
H12 -1.05 2.80 -1.44

---

[7]
Molecular formula: C31H47F7I2N2O10
Method: DFT, ωB97M-V with the def2-TZVPD basis set

Calculated values
Orbital gap = 0.2532 hartree
Total charge = 0
E = -91585.051 eV
Maximum force = 4.010 eV/Å
2S+1 = 1

Atoms and positions in Å:
C1 0.29 1.07 -0.73
C2 -1.03 0.28 -0.85
C3 -1.67 0.27 0.56
C4 -1.72 1.62 1.30
C5 -0.88 1.70 2.56
C6 -1.26 2.65 3.52
C7 -0.54 2.85 4.69
C8 0.60 2.09 4.93
C9 0.97 1.13 3.99
C10 0.25 0.94 2.82
C11 -0.73 -1.23 -1.21
C12 0.74 -1.65 -1.21
C13 1.46 -1.44 -2.54
C14 2.98 -1.42 -2.38
N1 3.59 -0.50 -3.36
C15 -1.57 -2.29 -0.49
C16 -1.58 -3.66 -1.15
C17 -2.77 -4.49 -0.63
C18 -2.61 -4.99 0.79
F1 -1.34 -4.96 1.23
F2 -3.01 -6.30 0.82
C19 -3.50 -4.28 1.84
F3 -2.96 -3.13 2.23
F4 -3.60 -5.06 2.93
F5 -4.73 -4.08 1.37
O1 -1.13 -1.32 -2.63
C20 -2.13 -0.44 -2.93
I1 -1.62 0.00 -5.01
C21 -3.60 -0.98 -3.03
O2 -4.22 -0.98 -4.03
N2 -4.21 -1.48 -1.79
C22 -5.44 -0.86 -1.46
O3 -5.64 -0.40 -0.40
F6 -6.37 -0.85 -2.38
C23 -1.88 0.89 -2.02
I2 -0.83 2.26 -3.37
C24 -3.26 1.47 -1.72
C25 -3.36 2.77 -0.97
O4 -4.32 3.06 -0.37
F7 -2.34 3.62 -1.01
H1 0.11 2.13 -0.68
H2 0.76 0.82 0.21
H3 1.01 0.85 -1.50
H4 -1.16 -0.43 1.20
H5 -2.70 -0.07 0.45
H6 -1.45 2.46 0.68
H7 -2.74 1.79 1.61
H8 -2.13 3.26 3.34
H9 -0.86 3.59 5.40
H10 1.18 2.26 5.82
H11 1.86 0.55 4.19
H12 0.58 0.19 2.12
H13 0.81 -2.71 -1.00
H14 1.29 -1.17 -0.41
H15 1.20 -0.49 -3.00
H16 1.18 -2.20 -3.25
H17 3.41 -2.40 -2.57
H18 3.20 -1.05 -1.38
H19 4.46 -0.13 -2.99
H20 2.99 0.32 -3.48
H21 -2.58 -1.97 -0.28
H22 -1.11 -2.43 0.49
H23 -1.70 -3.61 -2.23
H24 -0.69 -4.23 -0.93
H25 -2.95 -5.34 -1.27
H26 -3.67 -3.89 -0.68
H27 -4.37 -2.47 -1.94
H28 -3.74 1.65 -2.67
H29 -3.82 0.77 -1.11
C26 1.78 -4.36 -5.88
C27 0.98 -3.50 -6.84
O5 1.84 -2.93 -7.83
O6 2.79 -3.60 -5.24
H30 1.13 -4.76 -5.10
H31 2.24 -5.19 -6.42
H32 0.53 -2.66 -6.31
H33 0.19 -4.08 -7.32
H34 2.14 -3.64 -8.41
H35 3.15 -3.00 -5.90
C28 3.89 3.01 7.52
C29 5.16 3.50 6.85
O7 5.05 4.90 6.57
O8 2.77 3.26 6.68
H36 3.94 1.94 7.70
H37 3.74 3.53 8.47
H38 5.30 3.01 5.90
H39 6.03 3.31 7.49
H40 5.08 5.38 7.41
H41 2.93 4.13 6.29
C30 3.14 3.91 0.73
C31 2.11 4.98 0.99
O9 1.93 5.17 2.39
O10 2.76 2.69 1.35
H42 3.26 3.72 -0.33
H43 4.11 4.22 1.15
H44 1.14 4.67 0.60
H45 2.39 5.93 0.51
H46 2.73 5.59 2.74
H47 2.36 2.93 2.20

---

[8]
Molecular formula: CBr3P
Method: DFT, ωB97M-V with the def2-TZVPD basis set

Calculated values
Orbital gap (spin up / spin down) = 0.2318 / 0.2266 hartree
Total charge = 0
E = -220448.297 eV
Maximum force = 1.685 eV/Å
2S+1 = 1

Atoms and positions in Å:
C1 -0.70 0.06 -0.52
P1 1.43 -1.03 1.02
Br1 -0.92 1.74 0.10
Br2 -2.34 -0.83 -0.22
Br3 2.53 0.07 -0.39

---

Look up the E of the second one. -35259.933 eV